1.
Formula: C3H2FNdO3
Source: OMol25
Level of theory: ωB97M-V with the def2-TZVPD basis set

```
10
Properties=species:S:1:pos:R:3
C -1.111 0.727 -0.072
C -1.243 -0.706 0.303
O 0.072 -1.118 0.370
C 0.891 -0.157 -0.031
O 0.156 1.000 -0.243
O 2.076 -0.202 -0.065
Nd 4.699 0.505 -0.449
F -1.949 1.359 -0.756
H -1.887 -1.326 -0.339
H -1.705 -0.082 1.282
```

Properties
lowest unoccupied orbital energy (spin up / spin down)	-24.8 / -22.3	eV
electronic energy	-1000.3813	a.u.
spin multiplicity	4
Kohn-Sham gap (spin up / spin down)	3.144 / 5.759	eV
max |F|	6.15	eV/Å
⟨S²⟩	3.800
charge	+4

Results of the natural (NBO) charge analysis, in e, for atoms 1 through 6: number 1, C, carries 0.9547; number 2, C, carries -0.1453; number 3, O, carries -0.3167; number 4, C, carries 1.0702; number 5, O, carries -0.3806; number 6, O, carries -0.7248

***

2.
Formula: CH4N2O2
Source: OMol25
Level of theory: ωB97M-V with the def2-TZVPD basis set

```
9
Properties=species:S:1:pos:R:3
C -1.097 0.144 -1.064
N 1.844 -0.471 1.535
N 2.097 -0.262 0.318
O -1.931 -0.379 -1.735
O 2.156 1.040 0.113
H -0.936 -0.317 -0.064
H 1.974 -1.471 1.714
H -0.572 1.155 -1.301
H 2.147 1.448 1.001
```

Properties
energy relative to the best compared isomer or geometry (same formula, charge and spin)	3.0578	eV
SMILES	[H]/N=N/O.C=O
lowest unoccupied orbital energy	0.4	eV
electronic energy	-300.3753	a.u.
spin multiplicity	1
Kohn-Sham gap	10.453	eV
max |F|	3.04	eV/Å

Results of the natural (NBO) charge analysis, in e, for atoms 1 through 6: number 1, C, carries 0.2712; number 2, N, carries -0.4605; number 3, N, carries 0.1608; number 4, O, carries -0.4955; number 5, O, carries -0.5032; number 6, H, carries 0.1052

***

3.
Formula: C37H32N9Ti
Source: OMol25
Level of theory: ωB97M-V with the def2-TZVPD basis set

```
79
Properties=species:S:1:pos:R:3
Ti -0.322 0.057 -0.607
C -0.379 -3.242 -0.126
C 0.282 -3.517 1.212
C 0.459 -2.411 2.211
C 0.500 -2.715 3.566
C 0.898 -1.741 4.464
C 1.266 -0.499 3.976
C 1.141 -0.269 2.619
N 0.715 -1.187 1.746
N 0.216 -2.205 -1.025
C 1.696 -2.332 -1.132
C 2.506 -1.206 -0.531
C 3.812 -1.433 -0.133
C 4.579 -0.365 0.306
C 4.021 0.902 0.327
C 2.702 1.046 -0.069
N 1.960 0.014 -0.481
C -0.377 -2.464 -2.356
C 0.051 -1.400 -3.325
C 0.166 -1.634 -4.687
C 0.681 -0.630 -5.488
C 1.087 0.560 -4.902
C 0.910 0.722 -3.544
N 0.381 -0.232 -2.769
H -1.426 -2.976 0.014
H -0.354 -4.194 -0.671
H 1.277 -3.946 1.044
H -0.298 -4.323 1.666
H 0.246 -3.712 3.903
H 0.939 -1.954 5.524
H 1.606 0.293 4.628
H 1.375 0.708 2.214
H 1.964 -2.367 -2.190
H 2.025 -3.284 -0.714
H 4.223 -2.433 -0.168
H 5.600 -0.522 0.625
H 4.581 1.765 0.654
H 2.214 2.015 -0.055
H -1.461 -2.505 -2.248
H -0.057 -3.444 -2.732
H -0.124 -2.591 -5.099
H 0.785 -0.781 -6.555
H 1.521 1.358 -5.487
H 1.185 1.645 -3.050
C -1.779 2.728 -3.743
C -0.964 3.870 -3.578
C -0.240 4.017 -2.436
C -0.314 3.041 -1.399
N -0.981 1.869 -1.648
C -1.732 1.774 -2.773
N 0.228 3.366 -0.212
C -0.126 2.669 0.868
N -0.624 1.397 0.849
C -1.201 1.105 2.067
N -1.943 0.040 2.347
C -2.448 -0.748 1.408
C -3.355 -1.772 1.836
C -4.121 -2.445 0.942
C -4.020 -2.131 -0.439
C -3.069 -1.237 -0.812
N -2.210 -0.619 0.049
C -0.894 2.185 2.966
C -1.187 2.390 4.316
C -0.764 3.568 4.894
C -0.079 4.546 4.146
C 0.198 4.361 2.809
C -0.201 3.158 2.223
H -2.408 2.595 -4.611
H -0.939 4.638 -4.341
H 0.354 4.898 -2.235
H -2.297 0.855 -2.881
H -3.439 -1.927 2.902
H -4.831 -3.189 1.281
H -4.673 -2.577 -1.175
H -2.942 -0.977 -1.857
H -1.733 1.645 4.880
H -0.970 3.757 5.940
H 0.224 5.463 4.636
H 0.705 5.117 2.225
```

Properties
energy relative to the best compared isomer or geometry (same formula, charge and spin)	0.0613	eV
lowest unoccupied orbital energy (spin up / spin down)	-2.6 / -2.9	eV
electronic energy	-2771.3781	a.u.
spin multiplicity	3
Kohn-Sham gap (spin up / spin down)	5.105 / 7.269	eV
max |F|	0.64	eV/Å
⟨S²⟩	2.026
charge	+1

Results of the Mulliken charge analysis, in e, for atoms 1 through 6: number 1, Ti, carries -0.4804; number 2, C, carries -1.0101; number 3, C, carries -1.1355; number 4, C, carries 0.5982; number 5, C, carries -1.0913; number 6, C, carries -0.8591

***

4.
Formula: C2H2O
Source: OMol25
Level of theory: ωB97M-V with the def2-TZVPD basis set

```
5
Properties=species:S:1:pos:R:3
C 0.367 0.336 -1.038
C -0.307 -0.533 0.648
O 0.305 0.346 -2.188
H 0.630 -0.487 1.443
H -0.995 0.338 1.135
```

Properties
energy relative to the best compared isomer or geometry (same formula, charge and spin)	3.3328	eV
lowest unoccupied orbital energy	-0.5	eV
electronic energy	-152.4806	a.u.
spin multiplicity	1
Kohn-Sham gap	8.872	eV
max |F|	2.93	eV/Å

In the natural (NBO) picture, each atom carries the following charge in e: number 1, C, carries 0.6769; number 2, C, carries -0.5323; number 3, O, carries -0.4595; number 4, H, carries 0.1597; number 5, H, carries 0.1553

***

5.
Formula: C38H65HgO4Si2
Source: OMol25
Level of theory: ωB97M-V with the def2-TZVPD basis set

```
110
Properties=species:S:1:pos:R:3
Hg 0.526 -0.889 -0.238
C -1.383 -2.484 2.365
C -2.298 -2.711 1.149
C -3.082 -4.013 1.363
C -3.291 -1.548 1.159
Si -1.237 -2.622 -0.484
C -0.291 -4.323 -0.733
C -1.169 -5.466 -1.258
C 0.886 -4.130 -1.706
C 0.350 -4.784 0.583
C -2.386 -2.286 -2.028
C -3.649 -3.146 -2.128
C -1.577 -2.484 -3.318
C -2.812 -0.808 -2.026
H -1.981 -2.534 3.284
H -0.922 -1.493 2.325
H -0.584 -3.218 2.449
H -3.718 -3.915 2.253
H -2.426 -4.870 1.526
H -3.733 -4.247 0.518
H -3.717 -1.434 2.165
H -4.123 -1.704 0.469
H -2.793 -0.612 0.900
H -1.452 -5.311 -2.301
H -2.085 -5.591 -0.678
H -0.614 -6.413 -1.209
H 0.577 -3.798 -2.695
H 1.419 -5.082 -1.828
H 1.601 -3.398 -1.324
H -0.385 -5.129 1.311
H 0.944 -3.992 1.043
H 1.030 -5.621 0.380
H -3.422 -4.210 -2.225
H -4.228 -2.849 -3.013
H -4.299 -3.018 -1.261
H -1.312 -3.529 -3.487
H -0.657 -1.894 -3.311
H -2.177 -2.155 -4.176
H -3.530 -0.583 -1.241
H -3.288 -0.566 -2.986
H -1.963 -0.135 -1.883
C 6.990 0.174 -2.999
C 6.690 -0.592 -1.872
C 5.437 -0.579 -1.292
C 4.382 0.234 -1.809
C 4.704 0.964 -2.993
C 5.958 0.942 -3.558
C 3.065 0.303 -1.280
C 2.517 -0.199 -0.082
C 3.245 -0.450 1.123
C 2.786 -1.313 2.155
C 3.441 -1.445 3.363
C 4.602 -0.722 3.639
C 5.071 0.153 2.654
C 4.423 0.291 1.447
H 7.982 0.166 -3.436
H 7.459 -1.225 -1.439
H 5.242 -1.208 -0.435
H 3.921 1.561 -3.450
H 6.146 1.525 -4.456
H 2.365 0.786 -1.960
H 1.873 -1.876 1.990
H 3.030 -2.114 4.114
H 5.117 -0.829 4.587
H 5.961 0.747 2.845
H 4.800 0.990 0.710
C -4.591 3.820 2.073
C -3.629 2.755 1.545
C -3.062 1.957 2.722
C -4.355 1.844 0.556
O -2.610 3.439 0.850
Si -1.072 2.855 0.512
O -0.968 1.339 0.098
O -0.258 3.342 1.879
C 1.042 2.937 2.293
C 1.002 1.499 2.806
C 1.435 3.879 3.429
C 2.037 3.069 1.145
O -0.580 3.949 -0.650
C -0.721 3.774 -2.048
C -0.447 5.140 -2.675
C -2.138 3.318 -2.404
C 0.298 2.750 -2.543
H -5.436 3.359 2.591
H -4.968 4.421 1.243
H -4.066 4.482 2.765
H -3.867 1.590 3.365
H -2.396 2.597 3.302
H -2.474 1.113 2.363
H -5.154 1.275 1.041
H -3.631 1.159 0.120
H -4.783 2.447 -0.249
H 0.348 1.431 3.681
H 2.001 1.149 3.073
H 0.606 0.852 2.024
H 0.701 3.814 4.236
H 1.463 4.910 3.069
H 2.418 3.610 3.821
H 1.811 2.347 0.361
H 3.053 2.869 1.491
H 1.982 4.076 0.723
H -1.173 5.868 -2.307
H -0.515 5.088 -3.765
H 0.553 5.478 -2.398
H -2.866 3.990 -1.944
H -2.313 2.314 -2.016
H -2.282 3.316 -3.488
H 1.314 3.104 -2.354
H 0.181 2.561 -3.614
H 0.153 1.819 -1.995
```

Properties
energy relative to the best compared isomer or geometry (same formula, charge and spin)	0.0000	eV
lowest unoccupied orbital energy (spin up / spin down)	4.2 / 4.2	eV
electronic energy	-2520.5423	a.u.
spin multiplicity	2
Kohn-Sham gap (spin up / spin down)	3.298 / 5.333	eV
max |F|	0.46	eV/Å
⟨S²⟩	0.780
charge	-2

Results of the Mulliken charge analysis, in e, for atoms 1 through 6: number 1, Hg, carries 1.2202; number 2, C, carries -1.5706; number 3, C, carries 2.9549; number 4, C, carries -1.8593; number 5, C, carries -2.0771; number 6, Si, carries -2.2149

***

6.
Formula: C4H12IN3
Source: OMol25
Level of theory: ωB97M-V with the def2-TZVPD basis set

```
20
Properties=species:S:1:pos:R:3
C 0.309 -2.305 0.773
C -0.625 1.815 -1.113
C -0.988 -1.576 0.227
C -0.572 -0.535 -0.784
N 0.724 2.178 1.292
N -0.257 0.738 -0.305
N 0.702 0.808 0.580
I 3.175 0.149 -0.065
H -0.012 -3.362 1.275
H 0.943 -2.506 -0.109
H 0.679 -1.709 1.611
H -0.117 1.899 -2.188
H -1.655 1.737 -1.207
H -0.504 2.713 -0.544
H -1.502 -1.140 1.012
H -1.583 -2.341 -0.185
H 0.203 -0.961 -1.402
H -1.283 -0.395 -1.617
H 1.256 1.898 2.059
H 1.107 2.896 0.690
```

Properties
energy relative to the best compared isomer or geometry (same formula, charge and spin)	0.0000	eV
lowest unoccupied orbital energy (spin up / spin down)	-1.1 / -0.5	eV
electronic energy	-621.4244	a.u.
spin multiplicity	1
Kohn-Sham gap (spin up / spin down)	6.783 / 7.722	eV
max |F|	4.65	eV/Å

Results of the natural (NBO) charge analysis, in e, for atoms 1 through 6: number 1, C, carries -0.5986; number 2, C, carries -0.4377; number 3, C, carries -0.4121; number 4, C, carries -0.2360; number 5, N, carries -0.6520; number 6, N, carries -0.1670

***

7.
Formula: C3H4O2
Source: OMol25
Level of theory: ωB97M-V with the def2-TZVPD basis set

```
9
Properties=species:S:1:pos:R:3
C -2.204 -0.034 0.200
C -0.893 -0.429 -0.223
C 1.329 0.435 0.016
H -2.978 -0.833 -0.121
H -2.663 1.067 0.778
H -0.484 -1.484 -0.612
H 1.939 1.390 -0.124
O 0.062 0.676 -0.201
O 1.787 -0.672 0.215
```

Properties
energy relative to the best compared isomer or geometry (same formula, charge and spin)	2.5798	eV
SMILES	C=COC=O
lowest unoccupied orbital energy	0.9	eV
electronic energy	-267.0980	a.u.
spin multiplicity	1
Kohn-Sham gap	10.717	eV
max |F|	4.80	eV/Å

Results of the natural (NBO) charge analysis, in e, for atoms 1 through 6: number 1, C, carries -0.4574; number 2, C, carries 0.0544; number 3, C, carries 0.6496; number 4, H, carries 0.2171; number 5, H, carries 0.2568; number 6, H, carries 0.2549

***

8.
Formula: C3H3N3O2
Source: OMol25
Level of theory: ωB97M-V with the def2-TZVPD basis set

```
11
Properties=species:S:1:pos:R:3
C -1.109 -0.485 0.073
C 2.367 0.676 0.093
C -1.656 0.805 -0.145
H -3.018 -1.386 -0.364
H 0.918 -1.356 -0.082
H 2.474 1.910 0.161
N -1.915 -1.446 -0.091
N 0.280 -0.645 0.498
N -2.538 1.598 -0.032
O 0.922 0.566 0.186
O 3.276 -0.237 -0.297
```

Properties
energy relative to the best compared isomer or geometry (same formula, charge and spin)	6.5760	eV
SMILES	[H]/N=C(\C#N)NOC=O
lowest unoccupied orbital energy	-0.3	eV
electronic energy	-430.6793	a.u.
spin multiplicity	1
Kohn-Sham gap	10.149	eV
max |F|	9.29	eV/Å

Results of the natural (NBO) charge analysis, in e, for atoms 1 through 6: number 1, C, carries 0.2908; number 2, C, carries 0.6089; number 3, C, carries 0.1837; number 4, H, carries 0.4144; number 5, H, carries 0.4071; number 6, H, carries 0.1878